[1]
Computed, not measured: C20H34N9SSe2Tc as an isolated structure, with the ωB97M-V functional and the def2-TZVPD basis.

The calculation puts the total energy at -6556.184150 Eh. As for the spin multiplicity: 4. The charge is +3. The expectation value of S² is 3.791. The largest force on an atom comes out at 0.04579 Eh/bohr.

```
67
C20H34N9SSe2Tc | the Open Molecules 2025 dataset | the ωB97M-V functional and the def2-TZVPD basis
Tc -1.008 0.770 -0.364
C -1.079 2.594 3.552
C -0.742 2.124 2.189
N -1.556 1.327 1.531
N -2.695 0.985 2.096
C -3.486 0.159 1.475
N -4.654 -0.191 1.975
S -3.001 -0.533 -0.085
C 0.462 2.488 1.471
C 1.523 3.206 2.031
C 2.626 3.511 1.252
C 2.634 3.128 -0.086
C 1.558 2.413 -0.575
N 0.515 2.072 0.180
H -2.145 2.806 3.609
H -0.520 3.476 3.839
H -0.897 1.798 4.278
H -4.948 0.147 2.881
H -5.274 -0.814 1.478
H 1.482 3.503 3.066
H 3.458 4.052 1.672
H 3.458 3.366 -0.739
H 1.521 2.097 -1.611
C -0.631 -5.261 -1.854
Se -1.511 -3.657 -1.230
C -1.795 -2.693 -2.928
C -0.614 -1.860 -3.399
Se -0.544 0.019 -2.805
C -1.995 0.720 -3.883
H 0.433 -5.078 -1.998
H -1.079 -5.599 -2.785
H -0.764 -6.027 -1.094
H -2.695 -2.091 -2.797
H -2.010 -3.461 -3.675
H -0.623 -1.792 -4.492
H 0.335 -2.297 -3.089
H -2.951 0.433 -3.453
H -1.910 0.347 -4.902
H -1.908 1.803 -3.882
C 3.042 -4.029 2.531
C 3.971 -3.326 1.549
C 4.109 -4.084 0.237
C 3.569 -1.857 1.330
N 2.266 -1.634 0.749
C 1.359 -0.722 1.139
N 0.382 -0.704 0.244
N 0.715 -1.629 -0.667
N 1.819 -2.171 -0.371
H 3.434 -5.016 2.760
H 2.047 -4.160 2.111
H 2.968 -3.474 3.464
H 4.962 -3.266 2.010
H 3.139 -4.296 -0.204
H 4.610 -5.030 0.419
H 4.702 -3.519 -0.477
H 4.304 -1.395 0.664
H 3.574 -1.335 2.288
H 1.424 -0.129 2.027
C -2.400 5.706 -0.439
C -2.952 4.711 -1.475
C -2.455 3.405 -1.240
N -2.025 2.359 -0.999
H -2.868 6.671 -0.608
H -1.325 5.824 -0.548
H -2.626 5.385 0.574
H -2.673 5.037 -2.483
H -4.047 4.691 -1.429
```

***

[2]
Computed, not measured: C20H35AlF9O6 as an isolated structure, with the ωB97M-V functional and the def2-TZVPD basis.

The calculation puts the total energy at -2375.801280 Eh. As for the spin multiplicity: 1. The charge is -1. The largest force on an atom comes out at 0.01719 Eh/bohr.

```
71
C20H35AlF9O6 | the Open Molecules 2025 dataset | the ωB97M-V functional and the def2-TZVPD basis
C -5.429 1.023 -1.294
C -4.945 -0.399 -1.509
C -4.889 -1.237 -0.236
C -4.178 -0.638 0.980
C -2.656 -0.784 1.016
C -1.910 -0.383 -0.273
C -1.634 -1.575 -1.186
C -0.923 -1.248 -2.496
Al -0.713 -3.009 -3.549
H -6.424 1.007 -0.860
H -5.459 1.547 -2.242
H -4.781 1.588 -0.632
H -5.685 -0.866 -2.157
H -4.022 -0.424 -2.072
H -5.925 -1.401 0.061
H -4.476 -2.221 -0.425
H -4.417 0.409 1.129
H -4.570 -1.140 1.857
H -2.281 -0.175 1.836
H -2.360 -1.803 1.250
H -2.412 0.430 -0.789
H -0.934 -0.006 0.029
H -2.526 -2.150 -1.420
H -0.987 -2.249 -0.623
H 0.078 -0.850 -2.317
H -1.516 -0.522 -3.055
H -0.259 -2.769 -5.079
H 0.360 -3.881 -2.687
H -2.134 -3.801 -3.433
C 2.505 -0.061 -0.053
C 3.093 -0.303 -1.424
O 4.214 0.582 -1.680
C 5.371 0.239 -1.150
O 5.613 -0.723 -0.479
C 6.439 1.269 -1.553
F 5.989 2.535 -1.395
F 6.784 1.118 -2.843
F 7.546 1.124 -0.816
H 2.227 0.988 0.062
H 1.618 -0.677 0.082
H 3.221 -0.302 0.733
H 2.355 -0.075 -2.189
H 3.398 -1.339 -1.555
C 8.198 4.454 -0.501
C 7.203 5.570 -0.722
O 7.773 6.862 -0.417
C 8.542 7.399 -1.352
O 8.810 6.935 -2.422
C 9.034 8.778 -0.879
F 9.483 8.729 0.387
F 8.026 9.670 -0.932
F 10.025 9.218 -1.660
H 8.594 4.491 0.516
H 7.726 3.494 -0.658
H 9.044 4.539 -1.183
H 6.357 5.462 -0.047
H 6.816 5.568 -1.740
C -8.122 -4.940 4.977
C -7.537 -5.435 3.671
O -6.369 -4.683 3.301
C -5.237 -5.022 3.909
O -5.098 -5.885 4.727
C -4.087 -4.156 3.371
F -4.441 -2.859 3.324
F -3.755 -4.549 2.132
F -3.004 -4.269 4.148
H -8.330 -3.871 4.918
H -9.048 -5.468 5.199
H -7.429 -5.097 5.802
H -8.244 -5.287 2.858
H -7.296 -6.496 3.714
```

***

[3]
Computed, not measured: a 2-piece molecular cluster, C20H35BBrF4N2O3 overall, with the ωB97M-V functional and the def2-TZVPD basis.

The calculation puts the total energy at -4116.786596 Eh. As for the spin multiplicity: 1. The charge is -1. The largest force on an atom comes out at 0.09135 Eh/bohr.

```
66
C20H35BBrF4N2O3 | the Open Molecules 2025 dataset | the ωB97M-V functional and the def2-TZVPD basis
C -3.764 5.589 -4.053
C -3.117 4.959 -2.698
C -2.155 3.694 -3.068
C -2.871 2.290 -2.752
C -1.851 1.041 -2.729
C -1.009 1.159 -1.364
C -0.373 -0.225 -0.850
C -1.011 -0.784 0.512
C 0.053 -1.323 1.579
C 1.274 -2.248 1.094
C 0.946 -3.190 -0.169
C 1.321 -4.753 0.082
C 0.139 -5.703 -0.444
C -0.546 -2.130 2.865
Br -0.919 -4.063 2.683
C 0.485 -1.650 4.020
O 0.490 -2.085 5.190
N 1.364 -0.584 3.450
C 0.453 0.032 2.401
N 1.148 1.122 1.684
C 2.510 1.407 2.191
C 2.610 2.512 3.373
O 3.505 0.842 1.702
C 0.346 2.319 1.460
C -0.994 2.744 2.206
O 0.791 3.140 0.601
H -4.696 6.218 -3.839
H -4.070 4.686 -4.697
H -3.019 6.213 -4.645
H -3.927 4.640 -1.949
H -2.489 5.813 -2.245
H -1.189 3.869 -2.489
H -1.937 3.811 -4.195
H -3.681 2.152 -3.565
H -3.425 2.408 -1.750
H -2.399 0.036 -2.745
H -1.186 1.066 -3.670
H -0.153 1.887 -1.543
H -1.658 1.581 -0.516
H -0.386 -1.004 -1.701
H 0.746 -0.037 -0.641
H -1.641 0.029 1.013
H -1.707 -1.650 0.238
H 2.146 -1.551 0.816
H 1.678 -2.943 1.922
H 1.584 -2.851 -1.049
H -0.174 -3.185 -0.443
H 1.576 -4.962 1.186
H 2.264 -5.021 -0.506
H -0.864 -5.525 0.093
H -0.073 -5.560 -1.571
H 0.369 -6.826 -0.322
H -1.590 -1.669 2.945
H 1.469 -0.007 4.314
H -0.482 0.228 3.022
H 2.549 3.570 2.956
H 3.590 2.338 3.919
H 1.677 2.341 4.016
H -1.715 1.847 2.286
H -0.838 3.115 3.271
H -1.496 3.550 1.569
B 5.266 -4.543 -1.690
F 5.173 -5.909 -1.262
F 5.292 -4.492 -3.122
F 4.127 -3.815 -1.207
F 6.464 -3.958 -1.168
```

***

[4]
Computed, not measured: a 8-piece molecular cluster, C20H35BrClF3NO30S8 overall, with the ωB97M-V functional and the def2-TZVPD basis.

The calculation puts the total energy at -9614.283061 Eh. As for the spin multiplicity: 1. The charge is -1. The largest force on an atom comes out at 0.04822 Eh/bohr.

```
99
C20H35BrClF3NO30S8 | the Open Molecules 2025 dataset | the ωB97M-V functional and the def2-TZVPD basis
C 2.817 -0.589 -3.710
C 2.006 -0.065 -4.897
Cl 2.553 1.616 -5.362
C 0.460 -0.039 -4.636
N 0.105 -0.547 -3.306
C 0.044 0.458 -2.319
F 0.514 0.053 -1.128
F 0.852 1.510 -2.643
F -1.165 1.021 -2.153
C -1.029 -1.464 -3.331
S -1.681 -1.973 -1.718
Br -0.371 -3.160 -4.211
C -2.271 -0.996 -4.182
O -2.313 -1.165 -5.415
O -3.189 -0.488 -3.508
H 2.456 -1.595 -3.477
H 3.859 -0.670 -4.025
H 2.789 0.084 -2.852
H 2.237 -0.699 -5.755
H 0.039 -0.667 -5.424
H 0.045 0.953 -4.836
H -0.676 -2.678 -1.156
C 6.310 -3.076 -7.309
C 7.568 -2.244 -7.177
O 7.112 -0.890 -7.218
S 5.650 -0.798 -6.546
O 5.807 -0.381 -5.202
O 4.782 -0.147 -7.452
O 5.324 -2.373 -6.550
H 5.972 -3.126 -8.347
H 6.436 -4.084 -6.922
H 8.279 -2.431 -7.978
H 8.055 -2.410 -6.213
C -1.349 3.843 -0.882
C -0.057 4.601 -0.712
O -0.446 5.988 -0.741
S -1.902 6.141 -0.098
O -1.766 6.544 1.258
O -2.724 6.854 -1.017
O -2.318 4.601 -0.127
H -1.667 3.825 -1.925
H -1.284 2.829 -0.508
H 0.659 4.384 -1.500
H 0.400 4.397 0.259
C 2.254 -3.284 2.932
C 1.346 -2.077 2.848
O 0.719 -2.176 1.571
S 0.523 -3.714 1.193
O -0.802 -4.101 1.531
O 1.078 -3.943 -0.091
O 1.517 -4.339 2.304
H 3.176 -3.127 2.368
H 2.500 -3.550 3.958
H 1.891 -1.141 2.932
H 0.564 -2.109 3.611
C -2.982 1.490 3.230
C -1.797 2.002 4.023
O -0.682 1.253 3.528
S -0.913 0.922 1.968
O -0.212 1.885 1.197
O -0.736 -0.473 1.783
O -2.477 1.278 1.909
H -3.337 0.532 3.618
H -3.806 2.199 3.210
H -1.912 1.852 5.093
H -1.613 3.060 3.822
C 0.255 -1.736 8.582
C -0.269 -2.266 7.264
O -0.022 -1.211 6.328
S 1.317 -0.426 6.748
O 2.397 -0.938 5.982
O 1.021 0.956 6.816
O 1.441 -1.009 8.239
H -0.451 -1.040 9.040
H 0.488 -2.530 9.286
H -1.328 -2.504 7.300
H 0.290 -3.147 6.940
C -6.144 8.185 0.135
C -4.844 8.939 0.296
O -5.225 10.325 0.265
S -6.682 10.490 0.912
O -6.540 10.888 2.267
O -7.498 11.207 0.000
O -7.103 8.942 0.888
H -6.466 8.165 -0.908
H -6.081 7.167 0.511
H -4.134 8.716 -0.494
H -4.385 8.735 1.266
C 0.172 -7.221 2.161
C 0.473 -7.571 0.722
O 0.269 -8.992 0.651
S -0.896 -9.415 1.670
O -2.115 -9.527 0.955
O -0.408 -10.463 2.493
O -0.936 -8.057 2.524
H 1.012 -7.469 2.814
H -0.085 -6.175 2.287
H 1.489 -7.314 0.432
H -0.230 -7.089 0.040
```